Entry from the OMol25 dataset: 3 unconnected molecules or ions with the total composition C45H81BrN3O11Si in a non-equilibrium geometry (ωB97M-V/def2-TZVPD).

The geometry in XYZ format:
```
142
C45H81BrN3O11Si, DFT ωB97M-V/def2-TZVPD
Br 3.613 2.249 0.249
Si 8.002 -0.627 -1.465
O 3.015 2.263 -2.538
O -4.963 0.866 -0.693
O 1.191 -0.709 -1.463
O -0.022 -2.429 -0.654
O 2.356 1.060 -4.833
O -1.778 -0.997 0.619
O 1.643 -6.575 3.294
O 7.343 0.864 -1.858
O -1.977 3.137 3.209
O 2.794 -0.940 -3.945
O -2.613 0.500 3.819
N 0.547 -6.378 2.617
N 0.202 1.061 -2.680
N -5.981 0.371 -1.331
C -6.449 -1.029 -3.323
C 0.148 -8.789 3.114
C -8.473 0.595 -1.499
C -6.759 2.237 -3.472
C -7.003 2.552 -1.998
C -0.549 -4.594 4.039
C 3.983 4.285 -1.847
C 7.197 -1.499 -0.003
C -5.549 1.318 -3.639
C 2.607 0.291 -3.873
C 8.051 -1.677 -3.030
C 0.014 2.307 -2.857
C 2.670 0.880 -2.405
C -2.498 -0.105 1.454
C -0.922 4.903 1.830
C -1.603 -5.611 4.475
C -0.461 2.755 -4.225
C -0.687 -4.530 1.514
C 4.166 5.107 -0.592
C 5.608 6.266 0.920
C 5.437 5.484 -0.198
C -0.765 -0.270 -0.056
C -1.613 -7.518 2.050
C 0.163 3.407 -1.819
C -0.969 2.338 3.793
C -7.141 1.289 -1.146
C 1.394 -4.018 2.622
C -1.543 1.100 4.505
C -1.042 -7.030 4.432
C -7.309 1.680 0.324
C 4.543 6.696 1.669
C 3.985 2.721 -1.653
C -0.110 -1.104 -1.174
C 6.059 1.149 -1.245
C -5.552 0.079 -2.734
C -2.205 -0.517 2.920
C 5.386 2.197 -2.131
C 3.273 6.311 1.292
C 1.267 0.690 -1.772
C 9.822 -0.351 -0.982
C -0.458 -7.385 3.063
C 3.107 5.535 0.172
C -4.144 -0.529 -2.779
C -1.633 4.506 3.151
C 0.170 -4.934 2.727
H 6.272 1.505 -0.235
H 4.709 7.334 2.532
H 1.265 1.206 -0.794
H 0.027 3.008 -0.809
H -2.578 5.065 3.184
H -1.229 0.603 -0.541
H -0.749 -1.189 -2.064
H 0.103 3.621 -4.577
H 2.419 6.625 1.885
H -0.272 -7.131 5.205
H 4.687 4.590 -2.623
H -0.161 5.655 2.068
H -7.901 3.167 -1.900
H -2.321 -6.694 2.076
H -0.494 1.924 -4.926
H -7.647 1.787 -3.926
H 10.411 -1.255 -1.188
H -9.313 1.190 -1.137
H -0.521 4.242 -2.003
H -1.054 4.833 4.026
H -1.694 -4.945 1.524
H 0.011 0.109 0.631
H -1.016 -3.611 3.950
H -0.617 -9.514 3.395
H -2.772 -1.439 3.107
H 8.556 -1.074 -3.800
H -0.268 -3.032 -1.361
H -6.583 3.167 -4.018
H 0.186 -4.512 4.847
H 0.533 -9.078 2.134
H -6.175 3.166 -1.626
H 5.441 0.244 -1.267
H 7.266 -0.888 0.899
H -6.500 -1.882 -2.644
H 6.290 5.173 -0.795
H -4.651 1.911 -3.440
H 2.042 -4.091 3.497
H -3.371 0.192 -2.514
H -3.919 -0.872 -3.789
H 0.955 -8.877 3.839
H -0.397 4.025 1.441
H 8.663 -2.578 -2.907
H -2.203 -8.410 2.268
H 1.173 3.828 -1.867
H 9.851 -0.220 0.109
H -8.190 2.311 0.442
H -1.130 -0.739 2.961
H -0.690 0.422 4.666
H 7.685 -2.475 0.101
H -1.891 1.384 5.508
H 5.297 1.846 -3.162
H -1.929 -5.381 5.493
H 3.392 0.263 -1.870
H -0.324 1.965 2.976
H 7.061 -1.932 -3.423
H -8.539 -0.388 -1.031
H -2.496 -5.527 3.849
H 1.073 -2.979 2.551
H 6.070 3.055 -2.154
H -0.203 -4.830 0.584
H 6.613 6.577 1.197
H -5.480 1.002 -4.683
H -8.643 0.481 -2.566
H -0.352 2.889 4.517
H -4.057 -1.385 -2.107
H -6.038 -1.389 -4.267
H -7.451 0.793 0.945
H -0.814 -3.449 1.472
H 2.981 4.521 -2.226
H -6.459 2.238 0.714
H -3.577 -0.136 1.266
H -1.233 -7.614 1.031
H -2.189 0.945 1.368
H -7.464 -0.707 -3.544
H -1.504 3.107 -4.089
H 10.272 0.500 -1.500
H 1.987 -4.245 1.736
H -1.633 5.300 1.105
H 2.091 5.258 -0.109
H 6.158 -1.725 -0.272
H -1.829 -7.742 4.697
```

Computed properties:
HOMO-LUMO gap (alpha / beta): 6.55 / 6.19 eV
<S²>: 2.01
net charge: -1
HOMO level (alpha / beta): -4.454 / -4.454 eV
multiplicity: 3

Results of the Löwdin charge analysis, in e, for atoms 1 through 8: atom 1 (Br): 0.86, atom 2 (Si): 0.43, atom 3 (O): -0.11, atom 4 (O): -0.02, atom 5 (O): -0.01, atom 6 (O): 0.00, atom 7 (O): -0.05, atom 8 (O): -0.13